Molecular formula: C15H13BrClNO3
Method: DFT, wB97M-V/def2-TZVPD

As for the lowest unoccupied orbital energy: 0.65 eV. The strongest force on any atom comes out at 0.45 eV Å⁻¹. The value obtained for the highest occupied orbital energy is -0.29912 Ha. The energy above the lowest of the compared OMol25 structures with the same formula, charge and spin is 0.0 kJ/mol. As for the total charge: 0. As for the structure (SMILES): COc1ccc(NC(=O)c2cc(Br)ccc2Cl)c(OC)c1.

Positions of all 34 atoms, in Å:
C: -5.84 -0.13 0.15
H: -6.76 0.45 0.26
O: -4.80 0.81 0.10
C: -3.52 0.36 -0.02
C: -2.54 1.35 -0.05
C: -1.20 1.03 -0.17
C: -0.83 -0.32 -0.22
C: -1.81 -1.30 -0.22
C: -3.15 -0.98 -0.12
H: -3.89 -1.77 -0.12
H: -1.52 -2.34 -0.28
N: 0.53 -0.68 -0.30
C: 1.47 -0.24 0.58
O: 1.25 0.50 1.51
C: 2.86 -0.72 0.27
C: 3.86 0.25 0.26
C: 5.17 -0.11 0.01
C: 5.53 -1.43 -0.21
C: 4.55 -2.40 -0.18
C: 3.22 -2.05 0.05
Cl: 2.05 -3.32 0.12
H: 4.80 -3.43 -0.34
H: 6.56 -1.69 -0.40
Br: 6.52 1.24 -0.02
H: 3.59 1.28 0.46
H: 0.77 -1.43 -0.93
O: -0.20 1.94 -0.28
C: -0.50 3.30 -0.09
H: -1.16 3.68 -0.87
H: -0.94 3.47 0.90
H: 0.46 3.82 -0.14
H: -2.88 2.38 0.02
H: -5.90 -0.72 -0.77
H: -5.74 -0.80 1.01